Molecular formula: C36H37NP2SeTc
Method: DFT, wB97M-V/def2-TZVPD

Geometry (Å):
1 Tc -4.333 3.086 2.357
2 C -0.643 2.147 -0.894
3 C -1.249 3.226 -1.397
4 C -2.330 3.277 -2.409
5 C -3.727 2.610 -2.109
6 C -3.917 1.543 -1.100
7 C -3.109 0.500 -0.878
8 C -2.003 0.109 -1.776
9 C -0.624 0.734 -1.467
10 C -4.428 1.092 2.871
11 H 0.362 2.368 -0.462
12 H -0.936 4.225 -1.004
13 H -2.030 2.883 -3.404
14 H -2.475 4.373 -2.588
15 H -4.374 3.455 -1.804
16 H -4.035 2.203 -3.091
17 H -4.776 1.723 -0.432
18 H -3.189 -0.065 0.063
19 H -2.272 0.420 -2.795
20 H -1.897 -0.991 -1.745
21 H -0.074 0.116 -0.728
22 H -0.041 0.658 -2.422
23 H -4.355 0.777 3.928
24 H -4.133 0.292 2.156
25 H -5.441 1.416 2.667
26 P -5.262 5.010 2.772
27 P -6.918 2.897 2.156
28 C -6.004 5.146 1.140
29 C -6.939 4.157 0.893
30 C -5.751 6.402 3.784
31 C -6.339 7.525 3.179
32 C -6.536 8.676 3.929
33 C -6.183 8.698 5.283
34 C -5.622 7.564 5.887
35 C -5.404 6.410 5.146
36 C -3.432 5.312 2.554
37 C -2.517 4.329 2.979
38 C -1.143 4.549 2.713
39 C -0.728 5.746 2.103
40 C -1.647 6.768 1.808
41 C -3.011 6.546 2.031
42 C -8.498 3.102 3.163
43 C -8.641 4.247 3.974
44 C -9.834 4.493 4.656
45 C -10.902 3.590 4.551
46 C -10.776 2.452 3.753
47 C -9.590 2.221 3.060
48 C -7.423 1.324 1.327
49 C -7.397 0.142 2.105
50 C -7.366 -1.098 1.479
51 C -7.431 -1.174 0.087
52 C -7.619 -0.014 -0.664
53 C -7.631 1.238 -0.051
54 H -5.775 6.010 0.517
55 H -7.701 4.148 0.102
56 H -6.640 7.492 2.133
57 H -6.968 9.556 3.456
58 H -6.354 9.605 5.871
59 H -5.359 7.589 6.946
60 H -4.976 5.517 5.603
61 H -2.920 3.450 3.575
62 H -0.396 3.767 2.902
63 H 0.331 5.911 1.860
64 H -1.293 7.737 1.444
65 H -3.745 7.341 1.854
66 H -7.809 4.951 4.063
67 H -9.937 5.387 5.270
68 H -11.829 3.773 5.093
69 H -11.598 1.742 3.660
70 H -9.535 1.337 2.427
71 H -7.334 0.199 3.198
72 H -7.260 -1.999 2.080
73 H -7.329 -2.136 -0.409
74 H -7.722 -0.069 -1.744
75 H -7.767 2.148 -0.643
76 Se -0.026 0.567 2.184
77 C -1.533 1.452 1.939
78 N -2.540 2.093 1.768

Output
2S+1	4
F_max	4.542	eV/Å
E_tot	-125521.351	eV
charge	+2